107
Properties=species:S:1:pos:R:3:mulliken_charge:R:1 method="wB97M-V/def2-TZVPD" multiplicity=4 e_homo_ha="-0.4055 / -0.4055" total_charge=+1 e_lumo_ev="-6.473 / -4.878"
Cr -1.823 0.484 1.092 0.8186
B 0.299 -1.074 0.131 0.1297
F -0.961 -0.864 -0.447 1.0519
F 1.192 -0.490 -0.753 -0.2575
F 0.145 -0.329 1.324 0.1900
F 0.509 -2.371 0.532 -0.7079
C 0.833 -0.659 4.222 0.6978
F 1.105 0.490 3.584 -0.3045
F 1.473 -1.652 3.600 -0.1944
F 1.188 -0.551 5.473 -0.2274
S -1.053 -0.908 4.056 0.7760
O -1.209 -2.111 3.265 -0.5794
O -1.547 -1.004 5.412 -0.6043
N -1.633 0.455 3.029 -0.1214
S -1.873 1.606 4.121 0.9748
O -0.876 1.684 5.155 -0.5894
O -2.038 2.836 3.348 -0.7498
C -3.615 1.260 4.885 0.5251
F -4.234 2.421 5.039 -0.2025
F -4.294 0.365 4.199 -0.1818
F -3.412 0.784 6.098 -0.1914
C 4.304 -1.770 1.185 -0.7121
C 4.013 -1.906 -0.308 0.5685
O 3.063 -2.895 -0.676 -0.5643
H 4.883 -0.856 1.315 0.2720
H 4.692 -2.694 1.608 0.3446
H 3.351 -1.556 1.680 -0.0859
H 4.853 -2.201 -0.938 0.4894
H 3.734 -0.887 -0.588 -0.6124
H 2.197 -2.777 -0.272 0.2241
C 5.309 0.488 -3.374 -1.3330
C 4.317 0.888 -2.266 0.7925
O 4.004 2.308 -2.310 -0.6200
H 5.872 -0.404 -3.101 0.3679
H 6.100 1.239 -3.424 0.3923
H 4.769 0.421 -4.316 0.3488
H 4.740 0.935 -1.261 0.0242
H 3.394 0.311 -2.311 -0.2281
H 4.069 2.611 -3.222 0.3156
C -2.642 -3.389 0.841 -1.9510
C -3.592 -2.343 0.309 0.7173
C -5.022 -2.881 0.328 -1.0658
O -5.942 -1.825 0.568 -0.3363
C -7.298 -2.193 0.433 -0.8051
N -3.389 -1.107 1.214 -0.3305
H -2.996 -3.728 1.814 0.6517
H -1.608 -3.061 0.869 0.2175
H -2.652 -4.208 0.115 0.4842
H -3.452 -2.070 -0.738 0.0941
H -5.136 -3.534 1.201 0.4108
H -5.255 -3.410 -0.597 0.4681
H -7.571 -2.421 -0.601 0.3026
H -7.987 -1.408 0.739 0.2652
H -7.485 -3.060 1.073 0.3295
H -3.152 -1.704 2.010 0.2528
H -4.351 -0.843 1.459 0.4231
C 0.184 -0.534 -4.702 -1.1048
C 0.360 -2.053 -4.619 0.6688
C -0.373 -2.691 -3.439 -0.1808
O -0.121 -4.093 -3.424 -0.4831
C 0.951 -4.354 -2.528 -0.3628
N -0.173 -2.640 -5.870 -0.7978
H 0.384 -0.092 -3.717 -0.0660
H -0.813 -0.153 -4.919 0.3360
H 0.964 -0.132 -5.348 0.4726
H 1.403 -2.384 -4.658 0.2371
H -1.442 -2.564 -3.634 0.2443
H -0.185 -2.158 -2.502 -0.1886
H 1.872 -3.851 -2.823 0.2222
H 1.250 -5.403 -2.469 0.4082
H 0.598 -4.166 -1.510 -0.0800
H 0.114 -3.613 -5.890 0.2886
H 0.372 -2.135 -6.563 0.2820
C -0.067 3.869 -0.962 -1.0070
C -1.197 2.914 -0.490 0.3270
C -1.579 1.954 -1.604 -0.8746
O -2.439 0.963 -1.044 -0.0891
C -3.217 0.308 -2.041 -0.6873
N -0.695 2.152 0.693 2.2639
H 0.825 3.246 -1.007 0.0949
H 0.125 4.593 -0.169 0.1805
H -0.319 4.386 -1.884 0.5167
H -2.155 3.422 -0.356 0.4051
H -0.703 1.416 -1.983 -0.0780
H -2.093 2.569 -2.342 0.6717
H -2.751 -0.600 -2.421 -0.0139
H -3.529 1.001 -2.822 0.4952
H -4.179 0.060 -1.583 0.1464
H 0.327 2.087 0.569 -1.4840
H -0.565 2.954 1.324 -0.0037
C 4.478 2.593 1.573 -1.5411
C 2.942 2.491 1.579 1.1949
C 2.330 3.854 1.936 -1.3572
O 0.974 3.718 2.405 0.0185
C 0.525 4.965 2.969 -0.9212
N 2.392 1.936 0.333 0.4919
H 5.034 1.656 1.514 0.2155
H 5.008 3.095 2.387 0.4436
H 4.810 3.198 0.723 0.4188
H 2.559 1.882 2.400 -0.3427
H 2.402 4.584 1.121 0.4342
H 2.894 4.330 2.744 0.6101
H -0.541 4.848 3.167 0.2715
H 0.550 5.783 2.246 0.3438
H 1.006 5.194 3.918 0.2932
H 2.957 2.214 -0.458 0.1586
H 2.234 0.941 0.356 -0.8565

***

93
Properties=species:S:1:pos:R:3:mulliken_charge:R:1 method="wB97M-V/def2-TZVPD" multiplicity=2 e_homo_ha="-0.2517 / -0.2519" e_lumo_ev="-0.981 / -1.593"
Fe -1.153 0.243 1.241 -1.3515
O -0.279 0.732 -3.184 -0.7758
C -1.570 0.616 -3.545 0.5927
C -1.853 0.743 -4.907 -0.7833
C -3.147 0.621 -5.369 -0.3170
C -4.189 0.365 -4.481 -0.8415
C -3.914 0.246 -3.134 -0.6354
C -2.615 0.376 -2.636 0.0898
C -2.383 0.276 -1.170 1.2001
O -1.162 0.366 -0.721 -0.1163
N -3.425 0.090 -0.401 -1.2813
N -3.023 0.004 0.924 1.3616
C -3.938 -0.180 1.803 -0.8906
C -3.685 -0.277 3.225 1.3443
C -4.771 -0.636 4.044 -0.8156
C -4.655 -0.745 5.408 -0.7356
C -3.413 -0.474 5.996 -0.4830
C -2.335 -0.111 5.228 -0.7822
C -2.421 -0.001 3.818 0.2811
O -1.358 0.367 3.161 -0.3472
H -0.241 0.524 -2.222 0.1930
H -1.028 0.936 -5.580 0.4539
H -3.347 0.721 -6.428 0.3894
H -5.204 0.263 -4.841 0.4044
H -4.706 0.059 -2.423 0.4639
H -4.964 -0.274 1.449 0.3468
H -5.726 -0.828 3.566 0.3746
H -5.505 -1.027 6.015 0.3921
H -3.299 -0.547 7.071 0.3998
H -1.374 0.108 5.678 0.4586
Se 4.836 -4.047 2.784 0.1929
N 4.645 -2.312 2.417 -0.9032
C 3.374 -2.098 2.220 1.3096
C 2.818 -0.789 1.891 0.3399
C 3.583 0.365 1.744 -0.9290
C 2.946 1.544 1.424 -1.0459
C 1.562 1.551 1.273 -0.0791
N 0.825 0.456 1.413 0.6271
C 1.443 -0.698 1.703 -0.1459
C 0.578 -1.872 1.772 0.1854
N -0.712 -1.654 1.474 0.8167
C -1.545 -2.684 1.475 -0.1816
C -1.133 -3.976 1.787 -1.2258
C 0.188 -4.206 2.103 -0.7882
C 1.073 -3.129 2.092 0.1356
C 2.506 -3.254 2.342 0.9881
N 3.090 -4.382 2.634 -0.8532
H 4.655 0.316 1.878 0.5612
H 3.499 2.464 1.295 0.5140
H 1.026 2.462 1.039 0.1392
H -2.572 -2.465 1.216 0.5388
H -1.855 -4.780 1.778 0.4470
H 0.553 -5.194 2.348 0.5632
C 1.199 8.255 -0.115 -1.5355
C 0.479 7.016 0.342 0.7179
C 0.145 6.008 -0.550 -1.0953
C -0.527 4.859 -0.145 1.1524
C -0.881 3.829 -1.180 -1.1139
C -0.874 4.717 1.211 -0.2083
Te -1.934 3.020 1.858 0.6009
C -0.547 5.731 2.130 0.8242
C -0.911 5.665 3.591 -1.7673
C 0.125 6.858 1.677 -0.8660
H 1.459 8.193 -1.171 0.3413
H 2.117 8.407 0.454 0.3494
H 0.576 9.140 0.028 0.3423
H 0.407 6.116 -1.596 0.2838
H -0.437 4.074 -2.143 0.3374
H -1.963 3.754 -1.315 0.4134
H -0.545 2.836 -0.890 -0.0909
H -0.855 4.656 3.992 0.3852
H -1.935 6.015 3.745 0.2897
H -0.249 6.304 4.174 0.3829
H 0.383 7.634 2.390 0.3781
C 2.922 -4.537 -0.881 -0.4551
N 2.710 -4.146 -2.255 0.5710
C 1.904 -3.128 -2.660 -0.1919
Se 0.900 -1.979 -1.662 -0.3102
N 1.979 -3.105 -4.017 0.0291
C 2.826 -4.094 -4.488 0.2237
C 3.220 -4.468 -5.761 -0.8804
C 4.104 -5.534 -5.860 -0.4236
C 4.574 -6.199 -4.728 -0.7017
C 4.177 -5.822 -3.452 -0.5777
C 3.296 -4.759 -3.356 0.7110
H 2.262 -3.929 -0.270 -0.4301
H 3.961 -4.368 -0.590 0.3932
H 2.675 -5.591 -0.745 0.3585
H 1.463 -2.427 -4.552 0.1748
H 2.856 -3.954 -6.640 0.4113
H 4.435 -5.855 -6.838 0.3867
H 5.262 -7.025 -4.846 0.3814
H 4.540 -6.337 -2.572 0.4121

***

21
Properties=species:S:1:pos:R:3:mulliken_charge:R:1 method="wB97M-V/def2-TZVPD" e_homo_ha=-0.3161 e_lumo_ev=0.786
C 0.419 -0.581 0.178 -0.6237
C -1.081 0.805 -1.333 -1.7421
C -0.657 1.198 1.284 -1.7154
C -1.957 -0.864 0.123 -1.5016
C 2.765 -0.914 -0.036 -0.8104
C -0.836 0.215 0.065 1.7521
N 1.620 -0.015 0.113 0.4405
O 2.085 1.143 -0.031 -0.6789
H 0.544 -1.578 0.381 0.3682
H -1.865 1.513 -1.433 0.3951
H -1.171 0.049 -2.004 0.5552
H -0.168 1.438 -1.656 0.3144
H -1.377 1.882 1.243 0.4891
H -0.769 0.527 2.088 0.4374
H 0.261 1.724 1.108 0.4835
H -1.799 -1.723 0.781 0.3854
H -2.333 -1.189 -0.947 0.3072
H -2.970 -0.367 0.498 0.3083
H 3.589 -0.521 0.699 0.2579
H 2.443 -2.014 -0.150 0.2779
H 3.255 -0.731 -0.972 0.2999

***

97
Properties=species:S:1:pos:R:3:mulliken_charge:R:1 method="wB97M-V/def2-TZVPD" multiplicity=5 e_homo_ha="-0.2842 / -0.2908" e_lumo_ev="0.156 / 0.156"
Cr -4.687 -16.696 17.888 0.3590
N -6.989 -19.878 20.049 -0.3887
C -5.868 -20.212 20.953 -1.0212
C -4.545 -19.662 20.426 0.4137
C -3.905 -20.391 19.181 -0.9847
C -4.727 -20.267 17.936 -0.7303
N -4.526 -18.889 17.367 -0.2001
H -7.099 -18.898 20.075 0.0807
H -7.824 -20.349 20.453 0.2235
H -5.718 -21.266 21.024 0.4071
H -6.091 -19.783 21.909 0.4392
H -3.848 -19.588 21.234 0.6000
H -4.771 -18.584 20.202 -0.6198
H -3.745 -21.369 19.409 0.4951
H -2.965 -19.876 18.956 0.3468
H -5.795 -20.380 18.073 0.4759
H -4.350 -21.064 17.242 0.2983
H -4.972 -18.939 16.461 0.1769
H -3.540 -18.648 17.182 0.2159
O -4.839 -14.679 18.098 -0.5534
C -5.411 -13.921 17.216 1.2553
C -4.737 -12.795 16.738 -0.7108
C -5.308 -11.967 15.788 -0.7487
C -6.578 -12.276 15.271 -0.9456
C -7.223 -13.427 15.684 -0.6515
C -6.634 -14.274 16.592 0.0521
C -7.368 -15.436 17.014 0.2989
N -6.874 -16.598 17.457 1.0131
C -7.903 -17.481 17.710 -0.6615
C -9.068 -16.880 17.321 -0.9458
N -8.726 -15.610 16.950 0.0342
H -3.764 -12.748 17.225 0.4943
H -4.761 -11.168 15.285 0.4105
H -6.951 -11.615 14.482 0.3411
H -8.178 -13.750 15.173 0.3046
H -7.680 -18.499 18.024 0.2545
H -10.085 -17.225 17.359 0.4461
H -9.355 -14.859 16.637 0.2722
C 0.481 -15.027 19.304 -1.3001
N -0.777 -15.732 19.369 0.8664
C -1.611 -16.116 18.363 -0.6463
N -2.729 -16.625 18.937 0.5503
C -2.518 -16.510 20.241 -0.5366
N -1.359 -15.979 20.563 -0.9979
C 0.471 -13.563 19.691 0.9477
C 1.580 -12.806 19.435 -0.8486
C 1.574 -11.454 19.826 -0.4851
C 0.459 -10.816 20.324 -1.0579
C -0.745 -11.579 20.468 -0.0230
C -0.716 -12.935 20.130 -0.0352
C -1.948 -10.958 21.022 0.5267
N -1.976 -9.837 21.652 -0.4856
N -3.287 -9.687 22.052 -0.4526
C -3.943 -10.716 21.642 0.3574
O -3.124 -11.559 20.936 -0.1867
C -5.441 -10.841 21.646 0.3066
C -6.061 -10.144 22.679 -1.0542
C -7.461 -10.184 22.765 -0.6171
C -8.198 -10.995 21.868 -0.6227
C -7.504 -11.786 20.946 0.6456
C -8.254 -12.820 20.114 -0.4518
N -8.399 -14.031 20.795 1.2773
C -7.507 -15.073 20.845 -0.3027
N -8.050 -16.044 21.618 -0.5391
C -9.251 -15.559 21.907 -0.3199
N -9.503 -14.357 21.440 -1.0715
C -6.155 -11.652 20.780 -0.0977
H 0.828 -15.090 18.267 0.3898
H 1.215 -15.562 19.923 0.3621
H -1.406 -16.119 17.270 0.6723
H -3.227 -16.790 21.055 0.4858
H 2.464 -13.184 18.937 0.4210
H 2.470 -10.894 19.726 0.4141
H 0.469 -9.810 20.673 0.5399
H -1.628 -13.528 20.309 0.5782
H -5.367 -9.605 23.320 0.5142
H -7.979 -9.632 23.514 0.4261
H -9.346 -10.999 21.995 0.2841
H -7.654 -13.024 19.181 -0.3051
H -9.237 -12.488 19.784 0.5633
H -6.597 -15.191 20.261 0.5681
H -9.975 -16.069 22.503 0.4570
H -5.536 -12.266 20.084 0.3998
Br -0.899 -14.393 10.569 -0.2153
C -2.257 -15.195 11.566 0.1748
C -3.548 -15.271 11.067 -0.2966
C -4.570 -15.636 11.949 -0.7083
C -4.233 -15.954 13.278 0.1531
C -2.937 -15.888 13.753 0.1164
C -1.896 -15.589 12.846 -0.6192
C -2.545 -16.348 15.179 0.1380
O -1.345 -16.371 15.458 -0.8334
O -3.419 -16.737 16.005 -0.0122
H -3.709 -14.979 10.028 0.3893
H -5.650 -15.656 11.698 0.3480
H -5.029 -16.171 13.995 0.2592
H -0.877 -15.414 13.187 0.4428

***

169
Properties=species:S:1:pos:R:3:mulliken_charge:R:1 method="wB97M-V/def2-TZVPD" e_homo_ha=-0.2993 e_lumo_ev=-0.971
Hg 1.353 3.148 1.916 3.5356
N 0.605 1.319 0.899 0.0739
S 1.156 0.602 -0.413 0.2004
O 0.584 1.070 -1.625 -0.3959
O 1.523 -0.748 -0.304 -0.3627
F 2.571 1.341 -0.457 -0.3035
S -0.800 0.313 1.059 0.0773
O -0.610 -0.969 1.621 -0.1937
O -1.798 0.537 0.083 -0.3430
F -1.373 1.173 2.283 -0.2963
N 3.568 3.252 2.400 -0.3551
S 4.628 1.972 2.152 0.8572
O 5.528 1.754 3.208 -0.5962
O 5.051 1.861 0.816 -0.5287
F 3.511 0.868 2.303 -0.1450
S 4.549 4.442 2.786 1.0009
O 5.357 4.976 1.753 -0.6295
O 5.066 4.427 4.107 -0.6048
F 3.374 5.578 2.867 -0.3154
C 3.092 5.920 -1.451 -0.7769
C 2.554 4.614 -0.938 0.3632
O 1.919 4.864 0.344 -0.4696
O 2.037 6.909 -1.449 -0.5464
H 3.529 5.772 -2.444 0.4862
H 3.875 6.302 -0.782 0.3004
H 3.420 3.972 -0.786 0.0885
H 1.835 4.201 -1.649 -0.0158
H 1.579 5.775 0.293 0.1780
H 2.154 7.517 -2.180 0.2883
C -3.190 -1.507 3.684 0.5625
C -4.452 -0.744 3.945 -0.5519
O -5.497 -1.153 3.071 -0.5988
O -3.367 -2.844 4.178 -0.4790
H -2.315 -1.068 4.191 -0.1611
H -2.935 -1.517 2.617 0.0449
H -4.323 0.318 3.712 0.2655
H -4.684 -0.824 5.015 0.2214
H -5.645 -2.102 3.183 0.3848
H -2.523 -3.177 4.522 0.4150
C 4.487 -0.912 -2.591 0.4655
C 5.911 -0.445 -2.465 -0.6071
O 6.766 -1.303 -3.249 -0.5464
O 3.987 -0.743 -3.915 -0.4861
H 3.910 -0.219 -1.977 -0.2703
H 4.420 -1.943 -2.222 0.0490
H 6.241 -0.473 -1.417 0.3756
H 6.014 0.589 -2.826 0.3176
H 7.675 -1.008 -3.186 0.2967
H 4.655 -1.115 -4.511 0.3302
C 3.442 -4.492 0.777 -0.4895
O 2.665 -5.445 0.105 -0.3643
C 1.382 -4.952 -0.232 -0.7908
C 1.334 -4.478 -1.647 0.6885
N 1.682 -5.552 -2.556 -0.3539
C 1.679 -5.122 -3.960 0.0867
C 2.177 -6.290 -4.748 -0.3913
O 3.553 -6.488 -4.498 -0.2924
C 4.116 -7.366 -5.425 -0.8090
H 4.454 -4.871 0.923 0.3025
H 3.010 -4.318 1.781 0.1876
H 3.530 -3.502 0.317 0.1546
H 0.952 -4.288 0.521 0.2532
H 0.716 -5.823 -0.122 0.3704
H 1.984 -3.579 -1.701 -0.2285
H 0.325 -4.104 -1.861 -0.1493
H 2.662 -5.792 -2.394 0.3474
H 2.311 -4.238 -4.146 -0.0176
H 0.696 -4.776 -4.287 0.1964
H 2.098 -6.071 -5.824 0.0951
H 1.570 -7.167 -4.502 0.3166
H 3.523 -8.269 -5.590 0.3280
H 5.084 -7.655 -5.012 0.2664
H 4.310 -6.849 -6.374 0.2748
C -3.679 2.322 -2.608 -0.6268
O -2.883 3.429 -2.597 -0.2791
C -1.923 3.366 -3.643 0.1071
C -1.138 4.629 -3.687 -0.4284
N -1.944 5.778 -4.094 -0.3276
C -1.147 6.944 -4.328 -0.3133
C -2.043 8.136 -4.615 -0.8021
O -2.934 8.325 -3.533 -0.2661
C -4.141 8.943 -3.881 -0.7965
H -4.486 2.388 -3.348 0.3367
H -4.203 2.238 -1.649 0.2698
H -3.135 1.382 -2.700 0.1099
H -2.456 3.258 -4.601 0.5213
H -1.283 2.485 -3.511 -0.2516
H -0.281 4.531 -4.357 0.4607
H -0.695 4.834 -2.686 -0.1295
H -2.711 5.986 -3.475 0.3196
H -0.425 6.799 -5.134 0.3975
H -0.547 7.225 -3.438 0.0723
H -2.562 7.998 -5.578 0.3939
H -1.451 9.056 -4.778 0.4259
H -3.974 10.023 -4.028 0.3019
H -4.860 8.816 -3.073 0.2407
H -4.626 8.573 -4.793 0.3411
C 1.755 -3.838 -7.708 -0.7422
O 1.179 -3.317 -6.573 -0.1915
C 1.375 -1.908 -6.439 -0.8653
C 1.011 -1.395 -5.072 0.0495
N -0.441 -1.583 -4.891 -0.4355
C -0.867 -1.100 -3.592 1.0803
C -2.275 -1.533 -3.323 -0.9151
O -2.201 -2.825 -2.781 -0.0901
C -3.457 -3.253 -2.231 -0.8390
H 2.030 -4.881 -7.517 0.1599
H 2.681 -3.313 -7.964 0.3515
H 1.062 -3.914 -8.554 0.2658
H 0.794 -1.386 -7.211 0.2833
H 2.446 -1.748 -6.649 0.4359
H 1.333 -0.358 -4.964 0.3843
H 1.536 -1.955 -4.285 -0.1720
H -0.563 -2.586 -5.020 0.3736
H -0.776 -0.014 -3.600 -0.3911
H -0.260 -1.490 -2.762 -0.3319
H -2.879 -1.522 -4.241 0.4208
H -2.753 -0.828 -2.631 0.3050
H -3.296 -4.299 -1.961 0.2477
H -4.233 -3.157 -2.995 0.3133
H -3.676 -2.730 -1.293 0.2602
C -1.715 3.752 0.049 -1.1882
O -0.973 3.915 1.256 0.6482
C -1.499 4.857 2.140 -1.0020
C -0.961 4.635 3.531 -0.7743
N 0.514 4.622 3.562 -0.5009
C 1.071 4.090 4.823 -0.9560
C 0.722 2.641 5.112 -0.8394
O 1.088 1.869 3.986 0.3631
C 1.179 0.466 4.252 -1.2835
H -2.700 3.315 0.236 0.3523
H -1.116 3.181 -0.647 -0.1399
H -1.947 4.716 -0.429 0.6531
H -2.595 4.822 2.156 0.4298
H -1.235 5.864 1.767 0.3505
H -1.333 3.665 3.872 0.1558
H -1.400 5.383 4.199 0.4642
H 0.773 5.610 3.594 0.1991
H 0.756 4.671 5.699 0.5111
H 2.157 4.166 4.770 0.1876
H -0.322 2.396 5.310 0.4619
H 1.357 2.369 5.960 0.4333
H 2.037 0.171 4.869 0.3695
H 1.211 -0.077 3.313 0.1802
H 0.288 0.128 4.809 0.4542
C 0.075 -3.111 5.007 -0.5077
O -1.047 -3.797 5.523 -0.2948
C -0.658 -4.785 6.440 -0.7638
C -1.859 -5.584 6.832 -0.5311
N -2.839 -4.681 7.434 -0.2714
C -4.122 -5.228 7.726 -0.6430
C -5.003 -4.190 8.351 -0.6854
O -5.183 -3.064 7.549 -0.3743
C -5.831 -3.328 6.320 -0.5131
H 0.790 -3.847 4.621 0.3762
H 0.515 -2.447 5.753 0.2804
H -0.230 -2.561 4.113 -0.1206
H -0.288 -4.324 7.371 0.3299
H 0.172 -5.381 6.045 0.4417
H -1.594 -6.325 7.593 0.3188
H -2.359 -6.084 5.982 0.3713
H -2.855 -3.800 6.940 0.2851
H -4.063 -6.175 8.266 0.4637
H -4.589 -5.541 6.763 0.3160
H -4.554 -3.873 9.292 0.3165
H -5.995 -4.595 8.606 0.4122
H -6.014 -2.384 5.807 0.1760
H -6.808 -3.797 6.524 0.3472
H -5.244 -3.941 5.627 0.1248